Molecular formula: C21H40Cl14NO
Method: DFT, ωB97M-V with the def2-TZVPD basis set

Atoms and positions in Å:
1 H 3.87393 7.94440 -0.23182
2 C -3.58148 -4.76397 7.31923
3 H 3.43474 10.84011 -5.32509
4 H -7.25863 -8.03687 0.84931
5 Cl -1.27796 -3.56160 -2.85418
6 H -2.77496 -3.90307 1.80054
7 C -5.66908 -8.34742 2.47446
8 H 2.92142 4.17255 -0.50658
9 H -2.15417 -4.71339 0.31621
10 H -0.98092 -3.88454 1.53150
11 C 4.40987 10.76721 -5.80625
12 C -4.40847 -8.43827 3.42364
13 H -4.07474 -7.40004 3.76571
14 Cl -3.84964 1.65317 -1.29454
15 H -2.85841 -5.02069 8.09480
16 H 4.32238 11.17040 -6.81620
17 H 2.01702 1.34019 0.28526
18 H 4.64647 8.67730 -2.53462
19 Cl 1.99859 6.68067 -0.90394
20 H -3.65579 -1.03018 -1.58953
21 H -1.69756 -1.26182 -3.01813
22 H -3.70177 1.64154 1.06142
23 C 5.46652 11.53181 -5.04015
24 Cl 2.02148 2.98283 1.98222
25 H -4.77957 -8.95038 4.37455
26 C 4.00317 7.80886 -2.38857
27 Cl 4.81714 9.04112 -5.97252
28 C -1.86930 -5.84717 2.26370
29 H -3.00245 -2.21339 -3.73571
30 C 6.10652 2.78545 -1.83975
31 C -3.12070 -1.98034 -1.58699
32 C -2.83003 -7.61992 0.98676
33 H 6.76011 2.76102 -0.96787
34 Cl -4.75027 -5.51228 4.96072
35 Cl -1.21087 0.30513 0.39896
36 O -1.62536 -7.03971 1.52125
37 H 6.22824 2.55658 -3.98895
38 Cl 0.73527 3.52455 -1.12265
39 H 6.45891 11.37726 -5.46309
40 Cl -4.34212 -3.26080 -1.38536
41 H 5.24543 12.59938 -5.07065
42 C -3.10913 -9.10729 1.48062
43 Cl 4.87715 1.51068 -1.64353
44 H 7.53639 3.49927 -3.26711
45 H -3.56260 -6.76174 6.54130
46 H 2.90952 2.78894 -1.60377
47 Cl 5.51933 11.06337 -3.32227
48 H 2.68410 8.91164 -1.10958
49 C -2.34079 -2.13161 -2.87339
50 Cl 7.94273 1.19754 -3.10594
51 H -1.31347 2.47814 1.26789
52 C 2.58122 2.25881 0.45143
53 H -4.57742 -4.78248 7.76150
54 H -1.18476 2.48739 -0.49430
55 H 5.57550 3.73834 -1.84119
56 Cl 5.06677 6.37804 -2.36345
57 C 2.44340 3.21498 -0.71352
58 C -6.43445 -7.95819 1.59567
59 H -2.46550 -1.99935 -0.71695
60 H -1.10359 -5.80981 3.10257
61 Cl -3.22995 -3.08812 6.82111
62 H 3.34436 7.72503 -3.25256
63 N -3.30797 -9.25957 2.91970
64 C -3.19102 2.19297 0.27209
65 H -3.73853 -6.94656 1.10335
66 H -3.92540 -9.60141 0.84188
67 C -1.90931 -4.52127 1.39628
68 C 3.22009 7.96161 -1.10389
69 C -3.46692 -5.74016 6.16924
70 H -2.67448 -7.69118 -0.14458
71 H -2.16051 -9.69115 1.23296
72 H 3.62731 1.99486 0.59090
73 C 6.88842 2.63297 -3.12531
74 C -1.69006 2.02012 0.35206
75 H -3.44651 3.24872 0.37447
76 H -2.50593 -5.65230 5.66204
77 H -2.87093 -5.93699 2.77719

Summary:
**Gap between HOMO and LUMO**: 2.533 eV
**Electronic energy**: -7396.6937 hartree
**Total charge**: -1
**Multiplicity**: 1
**E_HOMO**: -0.0535 Eh
**LUMO energy**: 1.1 eV

Atomic partial charges in e from the Löwdin method, atoms 1 to 2:
1 H 0.071
2 C -0.671

***

Molecular formula: C25H37Cl2NO4RuS3Si
Method: DFT, ωB97M-V with the def2-TZVPD basis set

Atoms and positions in Å:
1 H -1.02887 2.09957 -3.77683
2 H -2.16372 3.45865 -3.83942
3 H -0.42238 -4.18022 5.03540
4 Cl 1.81617 -2.56771 4.40650
5 H 4.30172 -4.87264 -2.41300
6 H 2.59396 1.59041 3.23890
7 H 2.66097 0.23162 2.09932
8 C 2.60375 2.61217 0.67949
9 H -4.22366 1.49947 2.17306
10 C -1.97012 -0.02953 1.72613
11 C -3.65358 0.06754 -0.12648
12 H 0.89998 3.70082 -3.72194
13 H -0.18717 5.10327 -3.74530
14 C -0.50355 -3.90497 3.99328
15 H -1.67387 -2.67093 -1.72532
16 H 6.00244 -2.26027 -1.90965
17 C -1.61166 2.79576 -3.17140
18 H 1.00710 4.92442 -2.44763
19 C -1.48598 4.54696 -1.37241
20 H -3.07708 -0.62899 -0.73654
21 C 0.45322 -2.73082 2.09690
22 H -3.98629 2.61573 0.81649
23 C 5.29012 -1.53169 -2.30138
24 C -1.56620 -4.33373 3.25152
25 O -1.80573 1.56869 -0.10844
26 C -0.66694 -3.17589 1.34465
27 C -3.47795 1.95196 1.51689
28 S 3.08873 -0.70645 -0.87722
29 H -4.36716 -0.49478 0.47918
30 C -1.69019 -3.07057 -0.71892
31 O 0.77162 1.01875 0.51466
32 C 3.24834 -3.00344 -2.19365
33 H -0.80961 5.12770 -0.74258
34 H 0.10657 3.56857 1.18998
35 H -4.20648 0.72992 -0.79420
36 C 0.50281 2.93567 1.98554
37 C 2.01690 1.00434 2.52141
38 H -2.68332 -0.59602 2.32924
39 C -2.74278 -4.33884 1.02324
40 H -3.54397 -4.96235 1.39586
41 C 3.86271 -4.09080 -3.03652
42 C -1.68635 -3.97432 1.88675
43 N -0.69198 -2.72468 0.05809
44 C 0.50309 -3.10362 3.42288
45 H 1.01512 3.57166 2.70918
46 C 1.47710 1.90605 1.42293
47 C 0.32052 4.38426 -3.10064
48 H 5.59111 -0.54328 -1.95927
49 H -2.33150 2.22884 -2.57886
50 H 5.35818 -1.55143 -3.39023
51 O 1.34987 -1.96769 1.50796
52 H -2.07259 5.24010 -1.97781
53 S -0.15522 -0.35797 -1.94103
54 Si -0.29353 1.33978 -0.68963
55 H -3.53337 -4.15271 -0.95214
56 H -2.79393 2.54681 2.12360
57 C -0.68896 3.60691 -2.26834
58 C -2.73799 -3.89417 -0.26784
59 H -0.33099 2.44732 2.49045
60 H 2.19954 3.21692 -0.13223
61 H 4.65085 -3.69192 -3.67262
62 H -1.34386 -0.73054 1.18116
63 H 3.30155 1.89018 0.26288
64 H 3.11543 -4.55760 -3.67811
65 Cl -2.78697 -5.32260 3.98936
66 H -1.32529 0.54141 2.39325
67 S 1.66328 -3.25234 -1.64179
68 C -2.71178 0.87829 0.75640
69 H 1.20019 0.50777 3.04681
70 H -2.15990 3.97853 -0.73244
71 C 3.89299 -1.84687 -1.84153
72 H 3.14576 3.26253 1.36848
73 Ru 1.08924 -1.60556 -0.41570
74 O 0.09150 2.72858 -1.43878

Summary:
**Gap between HOMO and LUMO (spin up / spin down)**: 6.504 / 6.512 eV
**Electronic energy**: -3830.1595 hartree
**Total charge**: 0
**Multiplicity**: 1
**E_HOMO (spin up / spin down)**: -0.2830 / -0.2830 Eh
**LUMO energy (spin up / spin down)**: -1.2 / -1.2 eV

Atomic partial charges in e from the Löwdin method, atoms 1 to 2:
1 H 0.082
2 H 0.091

***

Molecular formula: C12H16CrN2O8
Method: DFT, ωB97M-V with the def2-TZVPD basis set

Atoms and positions in Å:
1 H 2.61262 -3.22905 3.41518
2 C 0.82168 -0.20649 3.05287
3 H 1.12873 -4.17191 3.45970
4 C 1.02433 -2.49171 2.12775
5 O 1.29434 -0.11067 4.15793
6 H -0.89114 0.85593 3.51855
7 C -2.65810 0.92363 -4.50839
8 H 3.12260 0.89014 0.67225
9 N -0.40945 0.37644 2.77110
10 Cr -1.67399 0.94177 -0.77610
11 O -1.97753 1.11921 1.28808
12 C 1.52563 -3.15794 3.40173
13 H 1.39629 -3.02657 1.25183
14 O -3.25473 1.80553 -1.69197
15 H 3.31876 -1.13786 2.96367
16 C 0.93161 -0.64655 0.52694
17 O -1.45265 3.08304 -1.76344
18 C -2.95105 3.14604 -3.63336
19 H -0.49425 -1.40754 -4.05110
20 H 3.02242 1.28500 2.39812
21 C 2.97500 -0.84445 1.97287
22 N -0.24639 0.05063 0.43034
23 H 3.39816 -1.53786 1.24520
24 O 1.52134 -1.03624 -0.45651
25 C -0.89356 0.51501 1.50440
26 H -0.06859 -2.54525 2.08767
27 C -2.53577 2.71885 -2.23921
28 H -3.60142 0.76352 -3.97647
29 H 4.51590 0.65239 1.72057
30 C -1.60039 0.07837 -3.80927
31 H -2.59057 4.14533 -3.85799
32 H 1.21398 -2.61965 4.29591
33 C 1.45293 -1.00594 1.92714
34 C 3.42971 0.57869 1.67172
35 O -2.29633 2.28001 -4.56487
36 O -1.15130 -0.90946 -4.56696
37 H -2.75196 0.55591 -5.52923
38 O -1.17192 0.23680 -2.68220
39 H -4.03496 3.08288 -3.75447

Summary:
**Gap between HOMO and LUMO (spin up / spin down)**: 8.837 / 9.956 eV
**Electronic energy**: -2222.9288 hartree
**Total charge**: 0
**Multiplicity**: 5
**<S²>**: 6.0096
**ΔE to the lowest compared entry with this formula, charge and spin**: 0.0 kcal/mol
**E_HOMO (spin up / spin down)**: -0.3156 / -0.3634 Eh
**LUMO energy (spin up / spin down)**: 0.2 / 0.1 eV

Atomic partial charges in e from the Löwdin method, atoms 1 to 2:
1 H 0.076
2 C -0.388

***

Molecular formula: C45H65B4N7O5
Method: DFT, ωB97M-V with the def2-TZVPD basis set

Atoms and positions in Å:
1 B -6.89372 4.38017 -1.31409
2 H -6.57626 -2.02972 6.56733
3 H -2.46473 2.64098 -2.44978
4 C 7.93565 -1.59176 -5.69348
5 H 3.07616 0.48873 1.19841
6 H 1.32766 -1.36922 0.72870
7 H -2.36569 -2.86469 3.22845
8 C 1.70648 -2.98909 -4.58799
9 H -0.05286 3.40319 -2.27647
10 H 0.92837 -1.30523 -0.99008
11 H 4.13724 0.31051 -1.39950
12 H 6.35980 0.92466 -1.57817
13 H -0.13863 -3.33851 0.97766
14 H 1.34706 4.53367 2.32022
15 C 7.01064 0.39655 -0.88849
16 H -5.11492 -2.25493 0.81520
17 H -1.93259 -2.25488 -5.35963
18 H 8.35371 -0.27503 -2.42254
19 C -3.28810 4.16732 -1.18035
20 C 6.66060 5.01205 0.18643
21 C -0.27294 4.46843 0.88906
22 H -5.54541 -0.24032 -2.25076
23 H -0.99217 3.68769 1.15919
24 C -8.59637 -1.57022 7.15043
25 H -0.78828 2.65509 -0.88136
26 H 6.06995 -4.29170 -6.47501
27 C 1.62038 -1.74304 -0.25829
28 H 8.49650 -0.77804 -6.13968
29 B -4.71185 3.66305 -1.57215
30 H -5.75731 -1.90193 -1.70892
31 C 8.57605 -0.90537 0.89222
32 H 5.02263 7.84054 -0.66248
33 H 3.73691 1.83281 0.28546
34 H 7.21817 -2.61715 -2.70218
35 H 7.34502 -2.44204 -7.57221
36 C 3.03884 -1.33635 -0.61308
37 N -4.30572 -3.48084 2.95070
38 C -0.38986 4.76147 -0.61698
39 H -1.22515 -2.49641 -2.99468
40 H -6.17078 -5.27488 5.09567
41 B -6.72991 0.53242 -0.19333
42 O -5.07653 2.34020 -1.37839
43 C -0.79879 3.56118 -1.49412
44 C 0.83066 -2.87072 -3.51988
45 C 0.88190 -3.71544 0.84139
46 H -6.23258 -4.18513 2.86671
47 H -3.28904 5.25678 -1.11463
48 H -9.05878 -5.29474 6.59447
49 C -4.13248 -4.68310 5.45560
50 H 7.11908 -0.18020 2.29822
51 H 2.39287 0.39793 -1.69943
52 H -2.16396 4.25438 -3.04580
53 C -5.98336 -1.59958 0.76010
54 B -6.31991 2.08843 -0.82514
55 H 5.63221 3.17379 0.62484
56 C 1.21256 -2.83408 -5.87483
57 C -5.33316 -4.14686 3.47300
58 C 2.96391 1.06131 0.27201
59 C 6.55272 -3.59430 -4.49934
60 H 1.46003 -3.50026 1.74723
61 C 7.22844 -2.61400 -3.78737
62 C -7.57409 -2.41652 6.74639
63 C 4.14285 5.94105 -0.18924
64 C 6.49158 6.33715 -0.18159
65 H 0.83967 -4.79356 0.69693
66 H 0.58335 5.12210 -0.96442
67 H 3.35445 -1.94323 -1.46737
68 H 7.64494 4.59381 0.34811
69 H 7.34695 6.98693 -0.31559
70 O -5.72400 4.49616 -2.03381
71 H -6.15958 -1.22547 1.76902
72 C 7.29213 -2.52268 -6.49511
73 H 1.89923 4.32760 0.65581
74 H -6.84959 -2.19733 0.44959
75 H -4.06816 -5.14533 6.43235
76 C -9.85483 -2.10918 7.36358
77 H 1.17386 -2.98093 -2.49920
78 H -10.67846 -1.48168 7.67874
79 C 8.12992 -0.27034 -1.36400
80 H 9.81022 -1.47415 -0.77608
81 N 7.91118 -1.62659 -4.36279
82 H -7.60183 5.32150 -1.15925
83 C 1.32089 2.53060 1.56231
84 C -2.18945 3.65230 -2.13376
85 H 6.01467 -4.37295 -3.97577
86 C -0.89675 -2.46461 -5.11543
87 C -3.18936 -3.41400 3.67232
88 H 3.71351 -1.57075 0.21579
89 N -0.06444 -2.57691 -6.14828
90 C 7.42989 -0.21522 1.25959
91 O 1.49196 -3.16090 -0.30190
92 C 1.61808 1.78680 0.24795
93 C -3.05233 -3.99581 4.92409
94 H -1.07887 5.59365 -0.77532
95 H 9.16972 -1.41047 1.64226
96 C -5.30085 -4.76260 4.71556
97 H 1.66061 2.50493 -0.57610
98 C 5.20488 6.81401 -0.37475
99 H -8.40525 -0.51541 7.29342
100 C 6.58572 -3.54617 -5.88358
101 H -4.19259 -1.09247 -1.50043
102 H -0.56348 5.37077 1.43236
103 H 2.75705 -3.19631 -4.42962
104 N 6.64990 0.42703 0.39217
105 H -8.18205 0.37205 1.22636
106 C 1.12487 4.03952 1.37149
107 H -11.00143 -3.93403 7.31587
108 H 0.45746 2.09246 2.07192
109 O -8.01857 0.31223 0.28789
110 H -2.12038 -3.90736 5.46630
111 H -3.07657 3.78459 -0.17468
112 O -7.20097 3.16751 -0.73830
113 H 1.87415 -2.91889 -6.73051
114 H 0.82078 1.07758 0.00186
115 C -10.03733 -3.46820 7.16403
116 C -5.27687 -0.94914 -1.46697
117 N 4.29210 4.66702 0.16200
118 C -8.94954 -4.22822 6.76012
119 C 3.15576 0.14974 -0.95364
120 H 2.18206 2.40017 2.22455
121 C 5.53330 4.21837 0.34420
122 C 8.92932 -0.93647 -0.44820
123 N -5.72382 -0.48618 -0.15047
124 N -7.73584 -3.72272 6.55197
125 H 3.12119 6.28209 -0.32629
126 C -0.50132 -2.60052 -3.79256

Summary:
**Gap between HOMO and LUMO**: 9.230 eV
**Structure (SMILES)**: COCCCCCCCCCCCCB1OBOB(B(O)N(C)C)O1.c1ccncc1.c1ccncc1.c1ccncc1.c1ccncc1.c1ccncc1.c1ccncc1
**Electronic energy**: -2612.8753 hartree
**Total charge**: 0
**Multiplicity**: 1
**E_HOMO**: -0.3227 Eh
**LUMO energy**: 0.4 eV

Atomic partial charges in e from the Löwdin method, atoms 1 to 2:
1 B -0.323
2 H 0.105